Here is a cluster of 2 separate species, C3H8O3S in total from OMol25. Energies are from ωB97M-V/def2-TZVPD.

Each line ends with the natural charge from an NBO analysis.
Positions of all 15 atoms, in Å:
O1 2.23533 -1.55686 -1.36485  -0.5678
C1 1.18271 -0.95398 -1.33075  0.7898
O2 0.62709 -0.61223 -2.52921  -0.7184
C2 0.62068 -0.10489 -0.20684  -0.5212
C3 -0.53847 0.86836 -0.63118  -0.5566
S1 -1.36916 1.60035 0.74369  -0.0158
H1 0.87830 -1.13502 -3.30394  0.5070
H2 0.12276 -0.83227 0.41072  0.2384
H3 1.39075 0.42824 0.32067  0.2429
H4 -1.27089 0.17371 -1.24375  0.2537
H5 -0.19372 1.73414 -1.29771  0.2309
H6 -0.26729 2.18961 1.31609  0.1205
H7 -0.75151 -0.48972 2.86178  0.4678
H8 -1.57791 -0.51270 4.12651  0.4679
O3 -0.92776 -1.03963 3.62209  -0.9390

## Properties
* SMILES string: O=C(O)CCS.O
* calculated total energy: -743.0023 Eh
* energy relative to the best compared isomer or geometry (same formula, charge and spin): 19.10 kcal/mol
* LUMO level: 0.5 eV